Entry from OMol25: an isolated molecule of C16H12N4O3S at a distorted geometry (ωB97M-V/def2-TZVPD).

Output
Electronic energy   -39721.8205 eV
SMILES string   O=S(=O)(Cc1nnc(-c2ccc3nc[nH]c3c2)o1)c1ccccc1
Highest occupied orbital energy   -0.33640 hartree
Kohn-Sham gap   9.24 eV

Each line ends with the natural charge from an NBO analysis.
CARTESIAN COORDINATES (ANGSTROEM)
O (-3.27, 2.47, 3.59)  -0.909
O (-1.31, 1.42, 4.29)  -0.926
N (-0.49, 1.96, -1.31)  -0.294
N (4.32, -2.31, -3.09)  -0.427
N (-1.12, 2.72, -0.39)  -0.252
O (0.34, 1.44, 0.66)  -0.398
C (0.39, 1.24, -0.65)  0.481
C (4.35, -3.11, -1.99)  0.200
C (-0.67, 2.36, 0.79)  0.426
C (-2.92, -1.64, 0.27)  -0.177
C (-3.79, -0.52, 0.30)  -0.196
C (-1.80, -1.74, 1.06)  -0.215
C (2.69, -0.30, -3.30)  -0.187
C (1.69, 0.49, -2.75)  -0.204
C (2.03, -0.65, -0.63)  -0.248
C (-3.55, 0.54, 1.15)  -0.191
C (-1.65, -0.68, 1.95)  -0.206
C (3.32, -1.29, -2.58)  0.070
C (1.42, 0.33, -1.36)  -0.080
C (2.97, -1.46, -1.27)  0.155
C (-2.46, 0.46, 1.96)  -0.307
N (3.61, -2.63, -0.94)  -0.558
C (-1.14, 2.92, 2.01)  -0.761
S (-2.08, 1.88, 3.08)  2.123
H (5.04, -3.97, -1.97)  0.216
H (-3.20, -2.43, -0.41)  0.218
H (-4.55, -0.44, -0.38)  0.214
H (-0.98, -2.53, 1.02)  0.235
H (2.97, -0.10, -4.32)  0.228
H (1.29, 1.35, -3.31)  0.246
H (1.85, -0.87, 0.43)  0.228
H (-4.15, 1.42, 0.95)  0.241
H (-0.98, -0.54, 2.81)  0.253
H (3.84, -2.96, -0.03)  0.410
H (-0.31, 3.29, 2.52)  0.284
H (-1.67, 3.86, 1.82)  0.307

Entry from OMol25: a structure of composition C16H13Cl5O2SSeSiV at a distorted geometry (ωB97M-V/def2-TZVPD).

Output
ΔE to the lowest compared entry with this formula, charge and spin   26.6 kcal per mole
Multiplicity   2
Electronic energy   -193258.6897 eV
Highest occupied orbital energy (alpha / beta)   -0.30077 / -0.30519 hartree
Kohn-Sham gap (alpha / beta)   6.63 / 7.36 eV
⟨S²⟩   0.782

Each line ends with the natural charge from an NBO analysis.
CARTESIAN COORDINATES (ANGSTROEM)
V (-1.05, 0.56, -0.87)  0.863
O (-3.07, -1.47, 1.71)  -0.530
C (-2.47, -1.47, 0.69)  0.773
O (-2.05, -0.29, 0.12)  -0.606
C (-2.12, -2.67, -0.12)  -0.176
C (-2.48, -3.89, 0.45)  -0.148
C (-2.23, -5.08, -0.19)  -0.235
C (-1.62, -5.06, -1.44)  -0.169
C (-1.27, -3.86, -2.02)  -0.235
C (-1.50, -2.64, -1.38)  -0.117
S (-0.99, -1.22, -2.33)  -0.061
H (-2.97, -3.86, 1.42)  0.239
H (-2.51, -6.02, 0.28)  0.220
H (-1.42, -5.99, -1.96)  0.218
H (-0.81, -3.85, -3.00)  0.225
Cl (-0.40, 1.88, -3.02)  0.111
C (-0.93, 3.10, -1.87)  0.062
C (-1.40, 2.53, -0.71)  -0.377
C (-1.85, 3.40, 0.27)  -0.032
Cl (-2.42, 2.76, 1.77)  0.063
C (-1.82, 4.78, 0.07)  -0.086
Cl (-2.42, 5.84, 1.29)  0.066
C (-1.29, 5.31, -1.11)  -0.066
Cl (-1.19, 7.01, -1.33)  0.071
C (-0.83, 4.46, -2.11)  -0.134
Cl (-0.16, 5.05, -3.58)  0.066
C (4.07, 1.38, 0.71)  -1.147
Si (2.86, 0.10, 1.23)  1.606
C (2.35, 0.21, 2.99)  -1.151
C (3.28, -1.59, 0.64)  -1.150
Se (1.01, 0.74, 0.01)  -0.429
H (5.04, 1.26, 1.21)  0.246
H (3.68, 2.37, 0.94)  0.254
H (4.22, 1.32, -0.37)  0.254
H (3.18, 0.00, 3.67)  0.244
H (1.54, -0.50, 3.19)  0.255
H (1.97, 1.22, 3.20)  0.255
H (4.19, -1.95, 1.12)  0.246
H (3.43, -1.57, -0.44)  0.255
H (2.46, -2.28, 0.86)  0.255

Entry from OMol25: a structure of composition C16H13F2N2 at a distorted geometry (ωB97M-V/def2-TZVPD).

Output
Net charge   +1
ΔE to the lowest compared entry with this formula, charge and spin   154.2 kcal per mole
Electronic energy   -25204.0091 eV
Highest occupied orbital energy   -0.39083 hartree
Kohn-Sham gap   5.08 eV

Each line ends with the natural charge from an NBO analysis.
CARTESIAN COORDINATES (ANGSTROEM)
F (-3.07, -2.17, 3.14)  -0.311
C (-1.71, -2.04, 3.04)  0.396
C (-0.90, -2.71, 3.95)  -0.193
C (0.49, -2.57, 3.83)  -0.199
C (1.04, -1.82, 2.81)  -0.133
C (0.23, -1.17, 1.83)  -0.147
C (0.82, -0.51, 0.73)  0.050
C (0.07, 0.02, -0.28)  -0.309
C (0.42, 0.87, -1.33)  -0.002
C (-0.50, 1.45, -2.28)  -0.112
C (-1.92, 1.35, -2.17)  -0.227
C (-2.72, 1.92, -3.16)  0.401
F (-4.09, 1.80, -3.04)  -0.317
C (-2.22, 2.61, -4.25)  -0.210
C (-0.82, 2.74, -4.35)  -0.191
C (0.01, 2.18, -3.39)  -0.158
C (-1.20, -1.24, 2.01)  -0.199
H (-1.34, -3.32, 4.74)  0.258
H (1.16, -3.06, 4.53)  0.240
H (2.12, -1.73, 2.71)  0.194
H (2.05, -0.74, 0.63)  0.273
H (-0.99, -0.26, -0.32)  0.208
H (1.47, 1.13, -1.46)  0.202
H (-2.38, 0.83, -1.33)  0.232
H (-2.89, 3.04, -4.99)  0.255
H (-0.39, 3.28, -5.19)  0.240
H (1.10, 2.28, -3.48)  0.221
H (-1.89, -0.72, 1.35)  0.237
C (2.99, -0.07, 0.87)  -0.532
N (3.94, -1.03, 1.49)  0.074
N (4.95, -1.42, 1.85)  0.222
H (2.77, 0.73, 1.58)  0.263
H (3.40, 0.35, -0.07)  0.275

Entry from OMol25: a structure of composition C16H13FeNO5 at a distorted geometry (ωB97M-V/def2-TZVPD).

Output
Net charge   -2
ΔE to the lowest compared entry with this formula, charge and spin   0.0 kcal per mole
Multiplicity   5
Electronic energy   -62907.9684 eV
Highest occupied orbital energy (alpha / beta)   0.06640 / -0.06752 hartree
Kohn-Sham gap (alpha / beta)   3.41 / 6.96 eV
⟨S²⟩   6.095

Each line ends with the natural charge from an NBO analysis.
CARTESIAN COORDINATES (ANGSTROEM)
O (-0.56, 2.23, 4.23)  -0.581
C (-0.94, 2.14, 3.13)  0.598
Fe (-1.82, 1.99, 1.58)  -0.129
C (-2.84, 0.56, 2.04)  0.452
O (-3.34, -0.25, 2.70)  -0.605
C (-3.03, 3.10, 2.12)  0.478
O (-3.79, 3.67, 2.81)  -0.625
C (0.47, 0.50, -0.11)  -0.246
C (0.86, 1.98, 0.46)  -0.409
C (-0.27, 2.95, 0.75)  -0.395
C (-1.30, 2.94, -0.22)  -0.252
C (-1.79, 1.65, -0.54)  -0.384
C (-1.07, 0.54, 0.02)  -0.327
H (0.97, -0.30, 0.61)  0.193
H (1.38, 1.93, 1.43)  0.192
H (1.49, 2.51, -0.29)  0.228
H (-0.02, 3.87, 1.31)  0.210
H (-1.81, 3.86, -0.51)  0.197
H (-2.76, 1.54, -1.06)  0.209
H (-1.60, -0.41, -0.11)  0.193
C (1.00, -0.31, -1.34)  -0.124
N (2.44, 0.28, -1.77)  0.366
O (2.44, 1.18, -2.60)  -0.648
O (3.49, -0.23, -1.35)  -0.665
C (1.12, -1.85, -1.36)  -0.003
C (2.15, -2.44, -0.61)  -0.227
C (2.08, -3.79, -0.26)  -0.211
C (1.07, -4.62, -0.76)  -0.272
C (0.13, -4.05, -1.62)  -0.240
C (0.17, -2.69, -1.97)  -0.220
H (0.40, -0.04, -2.22)  0.202
H (2.97, -1.82, -0.24)  0.274
H (2.76, -4.14, 0.52)  0.189
H (0.89, -5.58, -0.28)  0.188
H (-0.75, -4.64, -1.89)  0.189
H (-0.60, -2.29, -2.62)  0.207

Entry from OMol25: a structure of composition C16H13IrN2O6 at a distorted geometry (ωB97M-V/def2-TZVPD).

Output
Net charge   +3
ΔE to the lowest compared entry with this formula, charge and spin   10.7 kcal per mole
Multiplicity   6
Electronic energy   -34869.3789 eV
Highest occupied orbital energy (alpha / beta)   -0.51220 / -0.73329 hartree
Kohn-Sham gap (alpha / beta)   3.47 / 5.11 eV
⟨S²⟩   8.820

Each line ends with the natural charge from an NBO analysis.
CARTESIAN COORDINATES (ANGSTROEM)
O (-0.37, 3.49, -5.05)  -0.163
C (0.17, 2.42, -5.10)  0.146
Ir (0.08, 0.70, -3.80)  0.341
O (0.03, 2.65, -1.39)  -0.432
C (0.06, 1.96, -2.32)  0.473
C (-0.16, -1.23, -2.92)  0.466
O (-0.31, -2.36, -2.77)  -0.436
C (2.03, 0.44, -3.67)  0.485
O (3.16, 0.29, -3.49)  -0.353
C (-1.86, 0.78, -4.14)  0.477
O (-3.00, 0.82, -4.31)  -0.342
H (0.85, 2.20, -5.96)  0.289
C (-1.12, -0.97, 3.25)  -0.460
N (-1.22, -0.94, 1.80)  0.024
N (-0.14, -0.66, 1.06)  -0.243
C (-0.45, -0.73, -0.27)  0.556
O (0.44, -0.51, -1.15)  -0.433
C (-1.82, -1.10, -0.32)  -0.177
C (-2.25, -1.24, 0.99)  0.266
C (-3.57, -1.64, 1.53)  -0.697
C (1.08, -0.15, 1.59)  0.266
C (2.14, -1.01, 1.86)  -0.018
C (3.33, -0.48, 2.36)  -0.231
C (3.44, 0.90, 2.57)  0.061
C (2.38, 1.75, 2.25)  0.035
C (1.20, 1.22, 1.75)  -0.260
H (-2.09, -1.29, 3.63)  0.287
H (-0.89, 0.02, 3.65)  0.267
H (-0.35, -1.67, 3.57)  0.267
H (-2.37, -1.27, -1.22)  0.289
H (-3.53, -2.60, 2.08)  0.287
H (-3.99, -0.88, 2.21)  0.279
H (-4.28, -1.76, 0.70)  0.288
H (2.02, -2.07, 1.66)  0.266
H (4.17, -1.14, 2.58)  0.296
H (4.37, 1.32, 2.95)  0.282
H (2.47, 2.83, 2.39)  0.280
H (0.36, 1.85, 1.44)  0.272